Density functional theory data (ωB97M-V with the def2-TZVPD basis set) for a cluster of 7 separate species, C39H89N3O7 in total.

Structure (ORCA input):
```
! wB97M-V def2-TZVPD RIJCOSX def2/J DEFGRID3
* xyz 0 1
H 11.517 6.011 0.680
H 18.179 1.257 2.354
H 20.401 4.405 -1.595
C 19.972 3.833 -2.418
H 18.526 -0.304 -3.708
H 16.179 1.174 4.910
H 18.776 3.664 1.536
H 18.671 -0.859 -1.082
C 12.311 -1.470 5.821
C 18.526 3.130 -2.423
H 14.133 2.994 -4.375
C 19.170 2.859 3.558
H 21.111 2.347 4.174
H 14.129 5.537 2.027
H 19.955 1.336 2.176
H 15.318 0.197 2.027
C 21.017 2.773 -2.925
N 17.928 3.356 4.233
H 11.082 -2.461 -1.457
N 10.570 -2.698 3.804
H 21.751 0.865 -1.925
H 13.687 4.965 -1.074
H 15.380 3.375 5.695
C 16.323 3.690 6.141
O 9.551 -3.409 3.130
H 20.115 -0.658 -3.610
C 14.815 1.033 1.541
C 11.493 -4.580 5.245
H 9.946 -3.414 2.256
H 16.960 3.425 -4.069
H 8.051 -1.958 5.265
O 13.738 1.515 -0.516
C 14.429 5.347 0.996
C 13.283 5.059 -0.066
H 14.930 -0.102 -0.249
H 19.947 0.094 -0.019
H 12.881 -3.233 2.287
C 19.554 0.860 -1.978
H 10.924 0.029 5.906
H 11.851 -2.006 6.652
H 14.025 1.453 2.163
H 11.696 1.705 -2.710
H 12.361 -5.050 5.707
H 8.599 -3.193 0.355
H 11.588 0.044 4.393
H 18.656 3.226 -4.685
H 13.254 0.121 -4.215
H 9.033 -3.275 -2.408
H 9.967 -0.313 2.823
C 17.494 2.850 5.527
H 16.873 4.494 3.320
C 12.910 -2.418 4.829
H 8.914 0.164 4.162
C 9.237 -3.410 -0.502
H 20.984 2.517 -3.984
H 8.752 -5.503 -0.451
H 12.239 1.194 -5.671
C 17.620 4.071 -1.634
H 19.187 0.599 3.573
O 8.513 -3.123 -1.615
H 17.662 5.134 -1.874
H 19.636 0.817 -4.283
C 11.163 -0.666 5.102
H 9.972 -5.181 -1.658
C 19.515 3.815 2.324
H 8.430 -1.172 3.226
C 19.907 2.196 5.886
C 18.660 2.877 6.493
O 13.244 0.571 -3.367
H 11.284 2.505 -5.157
C 9.040 -1.837 5.706
H 13.382 1.114 -1.313
H 15.137 4.523 1.085
H 10.840 -5.310 4.766
H 20.488 3.663 1.857
H 19.398 4.856 2.627
C 12.166 6.085 -0.192
C 12.413 -4.019 2.880
H 11.553 5.921 -1.078
O 12.599 3.989 0.555
H 8.841 -1.001 6.376
C 12.386 1.661 -3.553
C 19.454 0.186 -3.413
C 11.799 -3.469 4.235
H 9.235 -2.811 6.155
H 12.233 0.068 0.603
C 13.147 -0.518 0.503
H 16.588 3.792 -1.843
H 15.550 1.819 1.372
H 20.760 1.997 -0.939
H 20.045 4.473 -3.297
H 17.891 4.028 -0.579
H 17.672 1.947 -4.244
H 10.294 -1.399 -0.394
H 13.666 -3.124 5.174
H 21.984 3.238 -2.730
H 10.804 -4.216 6.007
H 10.324 -5.242 0.130
H 16.878 0.802 6.504
H 20.550 3.941 4.806
H 13.037 -0.811 6.298
H 18.401 2.336 7.403
H 17.775 0.564 5.173
H 16.155 3.532 7.206
H 16.802 1.349 -0.726
H 13.252 -1.816 3.987
H 15.014 6.222 0.715
O 16.920 3.535 3.312
H 16.498 4.760 6.026
H 19.878 1.109 5.809
C 9.644 -4.910 -0.655
H 18.928 3.888 6.800
H 13.203 -1.192 1.358
H 13.982 3.086 -2.712
H 10.751 0.826 -4.858
H 13.226 -4.664 3.213
O 17.101 1.246 -1.632
C 19.573 -0.255 -0.981
C 20.920 1.570 -1.929
C 20.280 2.904 4.607
H 20.690 2.348 6.629
C 17.931 2.954 -3.918
C 10.066 -1.588 4.595
C 17.056 1.293 5.547
C 13.365 2.961 -3.602
H 11.150 -2.813 0.239
H 12.508 7.117 -0.281
C 9.324 -0.688 3.619
C 10.482 -2.461 -0.547
C 19.122 1.432 2.872
H 13.086 -1.128 -0.398
C 11.600 1.510 -4.846
H 13.103 3.180 0.441
H 12.886 3.919 -3.405
H 11.634 -4.604 2.392
C 14.220 0.514 0.303
N 18.436 1.863 -1.707
H 20.284 -1.043 -1.232
*
```

The calculation puts the frontier orbital gap at 8.583 eV. The SMILES is CC1(C)CCCC(C)(C)N1O.CC1(C)CCCC(C)(C)N1O.CC1(C)CCCC(C)(C)N1O.CC(C)O.CC(C)O.CC(C)O.CC(C)O. The calculation puts the total energy at -2229.98263 a.u.